[1]
Formula: C6H18N2P
Source: the Open Molecules 2025 dataset
Level of theory: the ωB97M-V functional and the def2-TZVPD basis

XYZ file:
```
27
Properties=species:S:1:pos:R:3:nbo_charge:R:1
C 2.061 -0.057 0.048 -0.64
C 1.908 1.757 -1.719 -0.63
C -2.411 -0.992 2.644 -0.50
C -0.392 1.348 0.439 -0.44
C 1.315 0.467 -1.167 -0.03
C -0.932 -0.539 -0.901 -0.31
N -1.149 -1.266 2.118 -0.44
N -0.143 0.678 -0.861 -0.41
P -0.516 -1.940 -1.889 0.38
H 1.519 -0.880 0.516 0.24
H 3.040 -0.419 -0.259 0.25
H 2.217 0.728 0.787 0.23
H 2.918 1.565 -2.070 0.26
H 1.963 2.540 -0.966 0.22
H 1.333 2.121 -2.569 0.22
H -2.565 0.088 2.698 0.19
H -3.230 -1.469 2.079 0.22
H -2.514 -1.417 3.658 0.24
H 0.294 2.179 0.574 0.23
H -1.412 1.726 0.459 0.23
H -0.281 0.614 1.240 0.28
H 1.340 -0.286 -1.968 0.22
H -1.987 -0.338 -0.768 0.22
H -0.996 -2.270 2.041 0.32
H -0.474 1.321 -1.594 0.43
H -1.483 -2.791 -1.376 0.03
H 0.576 -2.466 -1.195 0.00
```

## Properties
Total charge: +1
Relative energy (zero: lowest compared OMol25 entry of this formula, charge and spin): 105.29 kcal/mol
Largest force on an atom: 1.43 eV/Å
HOMO energy (spin up / spin down): -0.4823 / -0.4467 Ha
E_LUMO (spin up / spin down): -4.454 / -3.571 eV

[2]
Formula: C6H18N3
Source: the Open Molecules 2025 dataset
Level of theory: the ωB97M-V functional and the def2-TZVPD basis

XYZ file:
```
27
Properties=species:S:1:pos:R:3:nbo_charge:R:1
C 2.049 1.824 -1.275 -0.59
C -1.746 1.181 -0.994 -0.42
C -3.040 1.513 1.150 -0.67
C 2.360 0.715 -0.284 -0.47
C -2.406 0.694 0.039 -0.14
C 1.051 0.539 0.522 0.11
N 0.881 -3.568 0.938 -0.90
N 0.038 -0.217 0.515 -0.24
N 0.034 -1.355 -0.345 -0.73
H 2.804 1.963 -2.072 0.23
H 1.855 2.743 -0.856 0.22
H 1.085 1.572 -1.820 0.20
H -1.248 0.582 -1.710 0.18
H -1.632 2.242 -0.989 0.20
H -0.933 -1.737 -0.611 0.41
H -2.710 1.317 2.198 0.22
H -4.198 1.418 1.160 0.23
H -2.882 2.619 1.070 0.22
H 2.624 -0.139 -0.835 0.19
H 3.189 1.004 0.257 0.23
H -2.679 -0.348 0.237 0.17
H 1.162 1.268 1.293 0.20
H 1.804 -3.616 1.267 0.43
H 0.245 -3.925 1.673 0.45
H 1.046 -4.226 0.164 0.43
H 0.759 -1.376 -1.126 0.38
H 0.489 -2.688 0.432 0.45
```

## Properties
Total charge: +1
Relative energy (zero: lowest compared OMol25 entry of this formula, charge and spin): 110.16 kcal/mol
Largest force on an atom: 3.54 eV/Å
HOMO energy: -0.4313 Ha
E_LUMO: -3.700 eV

[3]
Formula: C6H18N3P
Source: the Open Molecules 2025 dataset
Level of theory: the ωB97M-V functional and the def2-TZVPD basis

XYZ file:
```
28
Properties=species:S:1:pos:R:3:nbo_charge:R:1
C -2.234 -0.526 1.541 -1.19
P -1.064 -0.290 0.252 1.60
N -1.698 -0.753 -1.324 -0.93
C -2.967 -0.176 -1.707 -0.42
N 0.248 -1.287 0.515 -0.79
C 1.274 -1.542 -0.432 -0.42
C 0.101 -2.340 1.438 -0.43
H -3.163 -0.336 0.951 0.20
H -2.239 0.019 2.461 0.23
H -0.199 0.809 -0.035 -0.05
H -1.919 -1.790 -1.351 0.39
H -2.929 0.897 -1.710 0.20
H -3.368 -0.553 -2.655 0.21
H -3.673 -0.242 -0.834 0.18
H 1.783 -2.467 -0.144 0.21
H 1.018 -1.626 -1.481 0.20
H 2.004 -0.685 -0.512 0.20
H 0.161 -3.337 1.021 0.17
H 0.845 -2.325 2.215 0.18
H -0.914 -2.275 1.876 0.26
C 1.917 2.012 0.959 -0.07
N 1.873 2.072 -0.299 -0.39
C 2.671 3.031 -0.884 -0.44
H 2.434 2.760 1.582 0.14
H 1.422 1.181 1.402 0.18
H 3.105 2.516 -1.673 0.21
H 2.124 3.976 -1.069 0.21
H 3.387 3.277 -0.104 0.16
```

## Properties
Relative energy (zero: lowest compared OMol25 entry of this formula, charge and spin): 31.56 kcal/mol
Largest force on an atom: 3.29 eV/Å
SMILES: C=[P@H](NC)N(C)C.C=NC
HOMO energy: -0.2741 Ha
E_LUMO: 0.943 eV

[4]
Formula: C6H18NO
Source: the Open Molecules 2025 dataset
Level of theory: the ωB97M-V functional and the def2-TZVPD basis

XYZ file:
```
26
Properties=species:S:1:pos:R:3:nbo_charge:R:1
C 0.109 -0.102 -2.086 -0.68
C -0.330 -0.858 -0.910 0.03
C -0.958 -0.178 0.223 -0.30
C -1.193 -1.057 1.469 -0.60
C -0.383 1.204 0.567 -0.42
C -1.536 2.121 0.979 -0.64
N 1.048 -1.640 -0.354 -0.75
H 0.814 -0.711 -2.645 0.22
H 0.635 0.893 -1.918 0.24
H -0.656 0.286 -2.823 0.28
H -0.947 -1.796 -1.332 0.24
H -2.094 -0.037 -0.120 0.26
H -2.272 -1.338 1.503 0.24
H -0.978 -0.509 2.371 0.24
H -0.636 -1.989 1.466 0.17
H 0.221 1.703 -0.345 0.22
H 0.236 1.144 1.467 0.22
H -1.818 2.099 2.013 0.22
H -2.513 1.912 0.466 0.21
H -1.545 3.223 0.904 0.25
H 1.674 -0.854 -0.142 0.47
H 1.412 -2.213 -1.202 0.44
H 0.621 -2.153 0.366 0.43
H 3.794 0.422 0.763 0.50
H 3.957 0.391 -0.690 0.50
O 3.336 0.037 0.010 -0.97
```

## Properties
Total charge: +1
Relative energy (zero: lowest compared OMol25 entry of this formula, charge and spin): 44.52 kcal/mol
Largest force on an atom: 4.87 eV/Å
HOMO energy: -0.5361 Ha
E_LUMO: -2.992 eV

[5]
Formula: C6H18NO2
Source: the Open Molecules 2025 dataset
Level of theory: the ωB97M-V functional and the def2-TZVPD basis

XYZ file:
```
27
Properties=species:S:1:pos:R:3:nbo_charge:R:1
C 0.721 -0.635 -2.057 -0.64
C -0.010 0.165 -0.994 -0.06
C 0.441 -0.181 0.411 -0.46
C -0.344 0.556 1.485 -0.44
C -2.566 -0.516 0.956 -0.41
C -1.835 0.386 1.590 -0.18
N 0.190 1.636 -1.265 -0.68
H 1.517 -0.061 -2.542 0.21
H 1.230 -1.527 -1.704 0.25
H 0.085 -0.888 -2.905 0.24
H -1.054 -0.113 -1.009 0.24
H 0.336 -1.250 0.591 0.28
H 1.498 -0.060 0.624 0.23
H -0.212 1.648 1.316 0.17
H 0.129 0.509 2.462 0.25
H -2.275 -1.297 0.269 0.19
H -3.649 -0.476 1.054 0.22
H -2.280 1.021 2.335 0.22
H 1.198 1.806 -1.281 0.47
H -0.275 2.217 -0.567 0.44
H -0.233 1.856 -2.168 0.43
H 0.275 -4.104 0.328 0.48
H -1.108 -3.596 0.775 0.48
O -0.162 -3.384 0.796 -0.95
H 3.335 1.547 0.225 0.50
H 2.496 2.641 1.034 0.50
O 2.550 2.100 0.242 -0.99
```

## Properties
Total charge: +1
Relative energy (zero: lowest compared OMol25 entry of this formula, charge and spin): 9.08 kcal/mol
Largest force on an atom: 1.70 eV/Å
HOMO energy: -0.4754 Ha
E_LUMO: -2.977 eV

[6]
Formula: C6H18O2
Source: the Open Molecules 2025 dataset
Level of theory: the ωB97M-V functional and the def2-TZVPD basis

XYZ file:
```
26
Properties=species:S:1:pos:R:3:nbo_charge:R:1
C -1.514 -2.347 -0.781 -0.60
C -0.353 -1.377 -0.642 -0.41
C -0.117 -0.476 -1.863 -0.40
C -0.924 0.847 -1.771 -0.40
C -0.798 1.600 -0.463 -0.41
C 0.659 1.953 -0.043 -0.64
H -2.307 -1.820 -1.302 0.20
H -1.252 -3.201 -1.428 0.20
H -1.864 -2.808 0.132 0.21
H -0.443 -0.723 0.191 0.20
H 0.515 -1.997 -0.395 0.20
H 0.943 -0.358 -2.029 0.19
H -0.404 -0.993 -2.777 0.20
H -1.953 0.600 -2.010 0.21
H -0.568 1.485 -2.589 0.20
H -1.337 2.553 -0.542 0.21
H -1.206 1.070 0.404 0.20
H 0.760 3.045 0.080 0.21
H 1.372 1.822 -0.862 0.20
H 0.814 1.565 0.937 0.22
O 0.572 0.066 3.492 -0.94
H 0.793 0.624 2.741 0.46
H 0.741 -0.783 3.049 0.47
O 1.855 -0.222 1.312 -0.95
H 2.105 -0.077 0.390 0.48
H 2.560 0.251 1.774 0.48
```

## Properties
Relative energy (zero: lowest compared OMol25 entry of this formula, charge and spin): 17.73 kcal/mol
Largest force on an atom: 2.62 eV/Å
SMILES: CCCCCC.O.O
HOMO energy: -0.4012 Ha
E_LUMO: 0.541 eV

[7]
Formula: C6H18O6
Source: the Open Molecules 2025 dataset
Level of theory: the ωB97M-V functional and the def2-TZVPD basis

XYZ file:
```
30
Properties=species:S:1:pos:R:3:nbo_charge:R:1
O -10.470 21.094 11.457 -0.71
C -11.226 19.909 11.341 -0.08
C -12.540 20.219 10.604 -0.11
O -12.275 20.341 9.203 -0.72
H -10.212 21.395 10.580 0.47
H -10.762 19.143 10.708 0.15
H -11.366 19.489 12.334 0.19
H -13.169 21.064 10.894 0.20
H -13.323 19.458 10.777 0.16
H -11.888 19.497 8.942 0.46
O -15.585 22.019 11.156 -0.73
C -16.932 22.384 11.410 -0.10
C -17.176 23.870 11.198 -0.09
O -17.152 24.167 9.777 -0.74
H -15.462 21.598 10.299 0.48
H -17.692 21.817 10.871 0.18
H -17.122 22.170 12.465 0.18
H -16.445 24.542 11.637 0.19
H -18.175 23.999 11.620 0.18
H -16.456 23.578 9.463 0.47
O -19.336 24.712 8.125 -0.75
C -20.588 24.656 8.804 -0.09
C -21.825 24.495 7.928 -0.07
O -21.658 25.253 6.734 -0.72
H -18.656 24.662 8.821 0.50
H -20.606 23.786 9.475 0.15
H -20.607 25.538 9.451 0.15
H -22.701 24.846 8.480 0.16
H -22.043 23.437 7.775 0.17
H -20.906 25.838 6.863 0.48
```

## Properties
Relative energy (zero: lowest compared OMol25 entry of this formula, charge and spin): 60.49 kcal/mol
Largest force on an atom: 1.60 eV/Å
SMILES: OCCO.OCCO.OCCO
HOMO energy: -0.3601 Ha
E_LUMO: 0.424 eV

[8]
Formula: C6H19AsBClNO3
Source: the Open Molecules 2025 dataset
Level of theory: the ωB97M-V functional and the def2-TZVPD basis

XYZ file:
```
32
Properties=species:S:1:pos:R:3:nbo_charge:R:1
O 4.206 -0.332 -0.075 -0.94
B 3.023 -0.327 -0.833 1.13
O 2.353 -1.563 -0.980 -0.95
C 2.493 0.965 -1.455 -1.17
As 2.128 2.513 -0.021 0.73
C 1.093 1.164 1.170 -0.74
C -0.048 0.347 0.582 -0.47
C -1.256 1.167 0.126 -0.33
Cl -1.556 1.161 -1.662 -0.12
H 4.095 -0.600 0.837 0.48
H 2.020 -1.946 -0.166 0.48
H 1.572 0.790 -2.017 0.22
H 3.214 1.444 -2.123 0.24
H 0.777 2.874 -0.797 -0.21
H 1.829 3.680 1.052 -0.20
H 3.478 2.134 0.735 -0.19
H 2.922 3.568 -0.927 -0.18
H 0.699 1.769 1.997 0.19
H 1.841 0.492 1.611 0.18
H -0.489 -0.355 1.294 0.22
H 0.280 -0.283 -0.246 0.23
H -1.182 2.215 0.402 0.22
H -2.181 0.750 0.520 0.19
O -1.812 -2.167 0.740 -0.63
C -2.905 -2.247 0.216 0.67
N -3.205 -1.536 -0.904 -0.83
C -4.006 -3.124 0.771 -0.71
H -4.104 -1.584 -1.343 0.38
H -2.496 -0.923 -1.288 0.42
H -4.213 -2.812 1.793 0.23
H -3.646 -4.151 0.800 0.23
H -4.926 -3.082 0.189 0.20
```

## Properties
Total charge: -1
Largest force on an atom: 0.67 eV/Å
HOMO energy: -0.1184 Ha
E_LUMO: 2.666 eV